Here is a 9-piece molecular cluster, C4H28NO9 overall in a non-equilibrium geometry from the Open Molecules 2025 dataset. Energies are from ωB97M-V/def2-TZVPD.

Geometry as XYZ:
```
42
Properties=species:S:1:pos:R:3:mulliken_charge:R:1
C 0.18833 -1.56542 2.36067 -1.45
C -0.72929 -1.71596 1.10859 0.43
C -0.19194 -2.79675 0.16855 -0.57
C -0.46656 -2.86560 -1.30835 -0.65
O -1.83669 -2.51606 -1.58763 -0.53
N -0.94977 -0.41051 0.42104 -0.05
H -0.18706 -0.65078 2.84464 0.32
H 1.21548 -1.40938 2.05997 0.31
H 0.03816 -2.37159 3.05524 0.46
H -1.71291 -2.07120 1.43474 0.27
H 0.91623 -2.73325 0.11307 0.23
H -0.46655 -3.77177 0.64422 0.35
H 0.14059 -2.13240 -1.84422 0.15
H -0.29193 -3.82726 -1.80295 0.51
H -2.36967 -3.31524 -1.53911 0.31
H -1.17303 -0.52641 -0.68666 0.33
H -1.69900 0.13676 0.88887 0.42
H -0.24400 0.36562 0.56823 0.23
H 4.55263 -0.11383 0.04223 0.28
H 4.65793 0.32248 -1.39986 0.28
O 4.16804 0.50809 -0.58730 -0.58
H 1.49100 0.91779 -1.70431 0.27
H 1.35066 0.38192 -3.04015 0.32
O 0.83331 0.30329 -2.21787 -0.53
H -2.51231 1.61405 -0.66213 0.29
H -2.37832 3.13976 -0.19333 0.26
O -1.95079 2.28119 -0.25290 -0.62
H 1.34340 2.95040 -0.38779 0.36
H -0.11274 2.89936 -0.43410 0.21
O 0.62308 2.30426 -0.62668 -0.52
H -0.98015 0.47652 -2.37978 0.36
H -2.22987 -0.33288 -2.63540 0.31
O -1.83286 0.20452 -1.93600 -0.63
H 3.71481 2.18946 -0.06573 0.37
H 3.92241 3.22273 0.95961 0.32
O 3.24573 2.95775 0.31915 -0.67
H 2.03396 1.26684 0.38829 0.04
H 1.58478 1.55838 1.80916 0.31
O 1.75060 0.82995 1.20173 -0.53
H -4.53320 0.35174 3.26772 0.31
H -3.10070 0.54025 3.99699 0.31
O -3.58185 0.43833 3.17611 -0.60
```

For the orbital gap, the calculation gives 11.0 eV. The value obtained for the highest occupied orbital energy is -13.4 eV. The net charge is +1. For the largest force on an atom, the calculation gives 3.63 eV/Å. The value obtained for the lowest unoccupied orbital energy is -2.38 eV. The energy above the lowest of the compared OMol25 structures with the same formula, charge and spin is 95.8 kJ/mol.

Here is a 10-piece molecular cluster, C4H28O10 overall in a non-equilibrium geometry from the Open Molecules 2025 dataset. Energies are from ωB97M-V/def2-TZVPD.

Geometry as XYZ:
```
42
Properties=species:S:1:pos:R:3:mulliken_charge:R:1
C -9.66977 5.29029 3.71213 -0.22
O -9.94971 5.26583 5.12042 -0.66
H -10.26156 6.08627 3.32241 0.14
H -8.63394 5.70174 3.62269 0.23
H -9.72392 4.33086 3.22977 0.11
H -10.71459 5.82952 5.22718 0.46
C -13.25409 4.25453 2.19617 0.31
O -14.19463 5.04159 2.94974 -0.47
H -12.64562 3.60412 2.80696 0.02
H -13.83545 3.70051 1.44919 -0.51
H -12.67423 4.91968 1.52668 0.35
H -14.79201 4.34522 3.30908 0.28
C -11.13677 1.51750 1.51440 -0.48
O -11.52988 2.35186 0.44108 -0.51
H -10.35083 1.97746 2.14222 0.08
H -12.01010 1.37530 2.12901 0.19
H -10.69464 0.64169 1.09414 0.42
H -11.70053 1.79546 -0.30342 0.30
C -16.10370 4.56039 -0.46275 -0.48
O -15.96330 3.14677 -0.36399 -0.56
H -15.24146 5.15250 -0.82061 0.25
H -16.93963 4.78369 -1.11647 0.35
H -16.41687 4.98595 0.50768 0.14
H -15.16653 2.88430 0.09717 0.25
O -13.42775 3.35005 5.29699 -0.63
H -12.51583 2.95920 5.33283 0.33
H -13.56081 3.59339 6.21829 0.28
O -14.94019 7.34026 1.37351 -0.71
H -14.80935 8.11482 1.96295 0.35
H -14.87057 6.67039 2.04943 0.39
O -12.77357 8.25456 2.86055 -0.67
H -12.34924 7.72092 3.54253 0.28
H -12.93324 7.61749 2.14287 0.39
O -10.48164 2.80897 4.87385 -0.68
H -9.70998 2.41978 5.26524 0.25
H -10.35255 3.77606 5.06373 0.49
O -12.69620 6.39638 5.14669 -0.82
H -13.14253 6.23520 4.30702 0.47
H -12.67759 5.46550 5.48525 0.31
O -16.17866 3.29111 3.25949 -0.68
H -16.85196 3.87556 2.91779 0.32
H -16.02692 2.61124 2.58979 0.31
```

For the orbital gap, the calculation gives 10.8 eV. The value obtained for the highest occupied orbital energy is -10.5 eV. Its SMILES is CO.CO.CO.CO.O.O.O.O.O.O. For the largest force on an atom, the calculation gives 2.94 eV/Å. The value obtained for the lowest unoccupied orbital energy is 0.28 eV. The energy above the lowest of the compared OMol25 structures with the same formula, charge and spin is 152.3 kJ/mol.

Repeat the first record exactly.
Here is a 9-piece molecular cluster, C4H28NO9 overall in a non-equilibrium geometry from the Open Molecules 2025 dataset. Energies are from ωB97M-V/def2-TZVPD.

Geometry as XYZ:
```
42
Properties=species:S:1:pos:R:3:mulliken_charge:R:1
C 0.18833 -1.56542 2.36067 -1.45
C -0.72929 -1.71596 1.10859 0.43
C -0.19194 -2.79675 0.16855 -0.57
C -0.46656 -2.86560 -1.30835 -0.65
O -1.83669 -2.51606 -1.58763 -0.53
N -0.94977 -0.41051 0.42104 -0.05
H -0.18706 -0.65078 2.84464 0.32
H 1.21548 -1.40938 2.05997 0.31
H 0.03816 -2.37159 3.05524 0.46
H -1.71291 -2.07120 1.43474 0.27
H 0.91623 -2.73325 0.11307 0.23
H -0.46655 -3.77177 0.64422 0.35
H 0.14059 -2.13240 -1.84422 0.15
H -0.29193 -3.82726 -1.80295 0.51
H -2.36967 -3.31524 -1.53911 0.31
H -1.17303 -0.52641 -0.68666 0.33
H -1.69900 0.13676 0.88887 0.42
H -0.24400 0.36562 0.56823 0.23
H 4.55263 -0.11383 0.04223 0.28
H 4.65793 0.32248 -1.39986 0.28
O 4.16804 0.50809 -0.58730 -0.58
H 1.49100 0.91779 -1.70431 0.27
H 1.35066 0.38192 -3.04015 0.32
O 0.83331 0.30329 -2.21787 -0.53
H -2.51231 1.61405 -0.66213 0.29
H -2.37832 3.13976 -0.19333 0.26
O -1.95079 2.28119 -0.25290 -0.62
H 1.34340 2.95040 -0.38779 0.36
H -0.11274 2.89936 -0.43410 0.21
O 0.62308 2.30426 -0.62668 -0.52
H -0.98015 0.47652 -2.37978 0.36
H -2.22987 -0.33288 -2.63540 0.31
O -1.83286 0.20452 -1.93600 -0.63
H 3.71481 2.18946 -0.06573 0.37
H 3.92241 3.22273 0.95961 0.32
O 3.24573 2.95775 0.31915 -0.67
H 2.03396 1.26684 0.38829 0.04
H 1.58478 1.55838 1.80916 0.31
O 1.75060 0.82995 1.20173 -0.53
H -4.53320 0.35174 3.26772 0.31
H -3.10070 0.54025 3.99699 0.31
O -3.58185 0.43833 3.17611 -0.60
```

For the orbital gap, the calculation gives 11.0 eV. The value obtained for the highest occupied orbital energy is -13.4 eV. The net charge is +1. For the largest force on an atom, the calculation gives 3.63 eV/Å. The value obtained for the lowest unoccupied orbital energy is -2.38 eV. The energy above the lowest of the compared OMol25 structures with the same formula, charge and spin is 95.8 kJ/mol.

largest force on an atom of number 2 (C4H28O10)?
2.94 eV/Å